# 1
{"formula": "C6H16N2", "method": "ωB97M-V/def2-TZVPD", "gap_ev": 9.401, "total_energy_ev": -9461.001, "relative_energy_kcal_mol": 24.8, "largest_force_ev_per_a": 1.1, "homo_energy_ev": -8.26, "lumo_ev": 1.1, "elements": ["C", "C", "N", "C", "C", "C", "N", "C", "H", "H", "H", "H", "H", "H", "H", "H", "H", "H", "H", "H", "H", "H", "H", "H"], "xyz": [[1.471, -0.103, 3.003], [1.650, 0.009, 1.483], [0.340, -0.202, 0.862], [-0.061, 0.700, -0.218], [-0.712, 1.911, 0.496], [-1.053, -0.019, -1.117], [-0.377, -0.915, -2.019], [-1.168, -1.478, -3.082], [1.171, -1.126, 3.219], [0.745, 0.639, 3.323], [2.402, 0.135, 3.524], [2.369, -0.740, 1.146], [2.078, 0.962, 1.176], [0.249, -1.184, 0.642], [0.808, 1.052, -0.782], [-1.207, 2.615, -0.176], [-1.490, 1.443, 1.098], [0.032, 2.381, 1.135], [-1.787, -0.493, -0.437], [-1.671, 0.714, -1.649], [0.350, -1.431, -1.556], [-0.551, -2.115, -3.707], [-1.998, -2.091, -2.700], [-1.590, -0.663, -3.667]], "lowdin_charge": [-0.10, -0.28, -0.07, -0.41, -0.06, -0.24, -0.13, -0.14, 0.07, 0.06, 0.06, 0.10, 0.11, 0.10, 0.13, 0.07, 0.08, 0.07, 0.12, 0.12, 0.10, 0.07, 0.07, 0.08]}

---

# 2
{"formula": "C6H16N2", "method": "ωB97M-V/def2-TZVPD", "gap_ev": 9.231, "total_energy_ev": -9460.733, "relative_energy_kcal_mol": 30.9, "largest_force_ev_per_a": 1.7, "homo_energy_ev": -8.15, "lumo_ev": 1.1, "elements": ["C", "C", "C", "N", "H", "H", "H", "H", "H", "H", "H", "C", "C", "C", "N", "H", "H", "H", "H", "H", "H", "H", "H", "H"], "xyz": [[1.155, -0.237, 2.269], [0.781, -1.386, 1.390], [-0.460, -1.731, 0.994], [-0.753, -2.715, 0.059], [0.532, 0.645, 1.915], [1.153, -0.359, 3.397], [2.188, 0.077, 2.090], [1.626, -2.008, 1.051], [-1.390, -1.218, 1.401], [-1.508, -3.312, 0.299], [0.018, -3.344, -0.241], [0.383, 0.493, -2.053], [-0.050, 1.310, -0.846], [0.409, 2.764, -0.973], [-1.482, 1.160, -0.481], [1.389, 0.751, -2.308], [0.255, -0.609, -1.890], [-0.248, 0.745, -2.940], [0.522, 0.917, 0.014], [0.116, 3.402, -0.112], [1.534, 2.820, -0.961], [-0.029, 3.354, -1.835], [-1.753, 0.192, -0.384], [-2.059, 1.556, -1.217]], "lowdin_charge": [-0.14, -0.21, -0.26, 0.02, 0.07, 0.09, 0.06, 0.10, 0.14, 0.06, 0.10, -0.09, -0.53, -0.09, 0.04, 0.06, 0.07, 0.08, 0.08, 0.07, 0.09, 0.09, 0.03, 0.06]}

---

# 3
{"formula": "C6H16N2", "method": "ωB97M-V/def2-TZVPD", "gap_ev": 9.276, "total_energy_ev": -9460.328, "relative_energy_kcal_mol": 40.3, "largest_force_ev_per_a": 2.3, "homo_energy_ev": -8.24, "lumo_ev": 1.0, "elements": ["C", "C", "C", "N", "C", "C", "C", "N", "H", "H", "H", "H", "H", "H", "H", "H", "H", "H", "H", "H", "H", "H", "H", "H"], "xyz": [[-0.156, -1.844, 1.350], [0.691, -0.552, 1.342], [0.090, 0.504, 2.316], [0.796, -0.109, -0.072], [2.102, 0.455, -0.362], [-0.311, 0.756, -0.504], [-0.859, 0.143, -1.823], [-2.197, 0.568, -2.172], [0.194, -2.408, 0.484], [-1.172, -1.674, 0.982], [0.011, -2.290, 2.325], [1.671, -0.860, 1.701], [-0.882, 0.155, 2.644], [0.088, 1.446, 1.781], [0.727, 0.698, 3.180], [2.731, 0.484, 0.533], [2.662, -0.100, -1.120], [2.132, 1.503, -0.691], [-1.134, 0.657, 0.198], [0.050, 1.758, -0.727], [-0.035, 0.270, -2.526], [-0.907, -0.942, -1.683], [-2.388, 0.664, -3.156], [-2.916, -0.003, -1.757]], "lowdin_charge": [-0.07, -0.41, -0.05, -0.20, -0.10, -0.20, -0.28, -0.01, 0.07, 0.07, 0.08, 0.12, 0.07, 0.06, 0.07, 0.08, 0.08, 0.08, 0.10, 0.11, 0.11, 0.10, 0.06, 0.06]}

---

# 4
{"formula": "C6H16N2O", "method": "ωB97M-V/def2-TZVPD", "gap_ev": 10.029, "total_energy_ev": -11506.448, "relative_energy_kcal_mol": 83.2, "largest_force_ev_per_a": 4.0, "homo_energy_ev": -9.04, "lumo_ev": 1.0, "elements": ["C", "O", "N", "C", "C", "N", "C", "C", "C", "H", "H", "H", "H", "H", "H", "H", "H", "H", "H", "H", "H", "H", "H", "H", "H"], "xyz": [[-0.224, -1.342, -2.909], [0.320, -0.168, -2.355], [0.597, -0.396, -0.756], [1.993, 0.010, -0.606], [-0.409, 0.413, -0.179], [-0.420, 1.767, -0.601], [-0.132, 0.117, 1.506], [-0.822, -1.190, 1.876], [-0.690, 1.294, 2.293], [-0.549, -2.072, -2.149], [0.512, -1.832, -3.561], [-1.102, -1.085, -3.518], [2.172, 1.048, -0.308], [2.546, -0.137, -1.538], [2.474, -0.618, 0.148], [-1.396, -0.028, -0.342], [-0.836, 1.804, -1.528], [0.508, 2.162, -0.664], [0.931, 0.036, 1.741], [-0.442, -2.022, 1.276], [-1.905, -1.121, 1.733], [-0.646, -1.436, 2.929], [-1.743, 1.474, 2.062], [-0.606, 1.110, 3.371], [-0.132, 2.211, 2.078]], "lowdin_charge": [-0.14, -0.20, -0.07, -0.08, -0.38, 0.07, -0.33, -0.10, -0.10, 0.08, 0.07, 0.08, 0.08, 0.09, 0.08, 0.14, 0.08, 0.07, 0.11, 0.07, 0.08, 0.08, 0.08, 0.08, 0.07]}

---

# 5
{"formula": "C6H16N2O", "method": "ωB97M-V/def2-TZVPD", "gap_ev": [7.416, 7.417], "total_energy_ev": -11505.524, "relative_energy_kcal_mol": 104.5, "largest_force_ev_per_a": 1.6, "homo_energy_ev": [-6.64, -6.65], "lumo_ev": [0.8, 0.8], "elements": ["C", "C", "C", "C", "C", "C", "N", "N", "O", "H", "H", "H", "H", "H", "H", "H", "H", "H", "H", "H", "H", "H", "H", "H", "H"], "xyz": [[1.156, -0.263, 0.307], [-1.290, -0.405, 0.215], [0.083, 1.874, -0.573], [1.596, -0.727, -1.057], [2.249, 0.066, 1.279], [-2.443, -0.609, 1.175], [-0.014, -0.717, 0.832], [-1.584, -0.980, -1.067], [-0.190, 1.755, -1.975], [-1.142, 1.655, -2.084], [-0.066, -0.553, 1.830], [-0.942, 0.806, -0.062], [-0.883, -0.772, -1.762], [-1.731, -1.983, -1.027], [1.126, 2.176, -0.496], [-0.492, 2.686, -0.109], [1.128, -0.154, -1.862], [2.673, -0.594, -1.162], [1.371, -1.785, -1.212], [2.849, 0.895, 0.889], [1.860, 0.364, 2.255], [2.938, -0.775, 1.427], [-3.330, -0.125, 0.766], [-2.241, -0.167, 2.153], [-2.681, -1.670, 1.319]], "lowdin_charge": [-0.36, -0.48, -0.19, -0.05, -0.05, -0.05, 0.03, 0.06, -0.15, 0.07, 0.12, 0.11, 0.05, 0.08, 0.05, 0.06, 0.06, 0.08, 0.09, 0.08, 0.08, 0.09, 0.08, 0.07, 0.08]}

---

# 6
{"formula": "C6H16N2O5S", "method": "ωB97M-V/def2-TZVPD", "gap_ev": 10.216, "total_energy_ev": -30532.389, "relative_energy_kcal_mol": 0.0, "largest_force_ev_per_a": 4.2, "homo_energy_ev": -9.94, "lumo_ev": 0.3, "elements": ["C", "C", "C", "C", "C", "C", "N", "N", "O", "O", "O", "O", "O", "S", "H", "H", "H", "H", "H", "H", "H", "H", "H", "H", "H", "H", "H", "H", "H", "H"], "xyz": [[-0.910, -1.383, 2.128], [0.443, 0.477, -2.547], [-1.742, 0.616, -1.643], [-0.823, -0.175, 1.179], [-0.285, 0.686, -1.197], [0.067, -0.392, -0.122], [-0.012, -1.713, -0.550], [-0.005, 2.060, -0.604], [2.058, -1.996, 1.490], [1.774, 0.321, 2.508], [3.560, -0.226, 1.013], [-0.406, 1.076, 1.690], [1.383, 0.028, 0.164], [2.273, -0.571, 1.439], [-0.045, -1.922, 1.984], [-0.945, -0.828, 3.169], [-1.812, -2.002, 1.944], [1.479, 0.771, -2.362], [0.060, 1.097, -3.377], [0.352, -0.680, -2.809], [-2.432, 0.824, -0.866], [-1.805, 1.054, -2.592], [-2.031, -0.393, -1.801], [-1.764, 0.097, 0.886], [0.788, -2.054, -1.059], [-0.031, -2.241, 0.300], [-0.434, 2.915, -0.890], [0.921, 2.221, -0.256], [-0.159, 1.673, 0.571], [0.482, 0.658, 2.210]], "lowdin_charge": [0.00, -0.02, -0.02, -0.32, -0.43, -0.50, 0.16, 0.17, -0.27, -0.26, -0.25, -0.05, -0.20, 0.48, 0.01, 0.15, 0.11, 0.08, 0.08, 0.14, 0.08, 0.06, 0.09, 0.10, 0.11, 0.06, 0.14, 0.13, 0.12, 0.07]}

---

# 7
{"formula": "C6H16N2O8Zn", "method": "ωB97M-V/def2-TZVPD", "gap_ev": 5.975, "total_energy_ev": -74260.059, "largest_force_ev_per_a": 2.8, "homo_energy_ev": -6.11, "lumo_ev": -0.1, "elements": ["Zn", "C", "O", "O", "O", "C", "O", "N", "N", "H", "H", "H", "H", "C", "C", "O", "O", "H", "H", "H", "H", "H", "H", "C", "C", "O", "O", "H", "H", "H", "H", "H", "H"], "xyz": [[6.362, -3.215, 4.528], [5.520, -4.729, 6.284], [6.531, -4.983, 5.473], [5.071, -5.528, 7.097], [5.079, -3.499, 6.074], [9.258, -2.270, 6.084], [8.257, -2.672, 5.506], [9.189, -1.398, 7.129], [10.515, -2.625, 5.693], [8.285, -1.098, 7.439], [10.033, -1.049, 7.542], [11.290, -2.270, 6.219], [10.582, -3.074, 4.793], [9.762, -4.155, 1.817], [8.550, -3.330, 2.167], [7.648, -4.020, 3.030], [10.763, -3.988, 2.824], [10.121, -3.852, 0.823], [9.518, -5.211, 1.650], [8.031, -2.969, 1.272], [8.866, -2.389, 2.635], [8.058, -4.855, 3.282], [11.327, -4.766, 2.748], [5.487, -0.618, 3.312], [5.080, -1.743, 2.360], [4.837, -2.920, 3.131], [6.313, -1.089, 4.362], [4.583, -0.128, 3.684], [5.988, 0.144, 2.698], [5.861, -1.989, 1.644], [4.188, -1.399, 1.838], [3.902, -3.126, 3.219], [6.529, -0.361, 4.949]], "lowdin_charge": [0.72, -0.91, -0.18, -0.02, -0.18, -0.61, 0.02, 0.17, 0.18, 0.11, 0.10, 0.10, 0.08, -0.22, -0.21, -0.08, -0.06, 0.12, 0.13, 0.12, 0.13, 0.11, 0.10, -0.20, -0.17, -0.06, -0.06, 0.13, 0.13, 0.11, 0.13, 0.13, 0.12]}

---

# 8
{"formula": "C6H16N2PdSe2Te2", "method": "ωB97M-V/def2-TZVPD", "gap_ev": 4.360, "total_charge": -2, "total_energy_ev": -158222.193, "largest_force_ev_per_a": 0.3, "homo_energy_ev": 0.24, "lumo_ev": 4.6, "elements": ["Pd", "Se", "Te", "Te", "Se", "C", "N", "C", "C", "C", "N", "C", "C", "H", "H", "H", "H", "H", "H", "H", "H", "H", "H", "H", "H", "H", "H", "H", "H"], "xyz": [[0.397, 0.408, 0.014], [2.489, 0.641, 1.168], [1.256, 0.435, 3.429], [0.405, 1.189, -3.436], [0.624, 2.467, -1.201], [-2.331, 1.169, 0.953], [-1.889, 0.227, -0.076], [-2.556, 0.517, -1.340], [-2.110, -1.158, 0.350], [-1.155, -2.103, -0.360], [0.226, -1.888, 0.085], [0.504, -2.569, 1.342], [1.179, -2.317, -0.940], [-3.419, 1.081, 1.124], [-2.094, 2.178, 0.618], [-1.786, 0.981, 1.878], [-3.651, 0.420, -1.227], [-2.196, -0.139, -2.128], [-2.295, 1.527, -1.650], [-3.155, -1.456, 0.162], [-1.936, -1.211, 1.426], [-1.194, -1.913, -1.435], [-1.455, -3.151, -0.191], [0.406, -3.662, 1.218], [-0.158, -2.217, 2.130], [1.512, -2.314, 1.664], [1.094, -3.403, -1.123], [2.184, -2.081, -0.594], [0.998, -1.763, -1.861]], "lowdin_charge": [0.08, -0.39, -0.35, -0.33, -0.38, -0.13, -0.35, -0.17, -0.20, -0.20, -0.35, -0.16, -0.13, 0.08, 0.06, 0.04, 0.08, 0.02, 0.03, 0.12, 0.11, 0.11, 0.12, 0.08, 0.03, 0.03, 0.08, 0.06, 0.03]}

---

# 9
{"formula": "C6H16N3", "method": "ωB97M-V/def2-TZVPD", "gap_ev": 10.916, "total_charge": 1, "total_energy_ev": -10941.622, "relative_energy_kcal_mol": 74.4, "largest_force_ev_per_a": 4.4, "homo_energy_ev": -14.52, "lumo_ev": -3.6, "elements": ["C", "C", "C", "N", "N", "N", "C", "C", "C", "H", "H", "H", "H", "H", "H", "H", "H", "H", "H", "H", "H", "H", "H", "H", "H"], "xyz": [[0.454, -2.408, 3.074], [-0.228, -1.218, 2.597], [0.603, -0.785, 1.392], [-0.170, 0.077, 0.536], [-0.145, 0.034, -0.658], [0.618, -0.662, -1.459], [-0.812, 1.571, -1.394], [-1.328, 1.235, -2.697], [0.314, 2.523, -1.509], [0.268, -2.462, 4.116], [0.209, -3.353, 2.592], [1.544, -2.321, 2.965], [-0.263, -0.348, 3.385], [-1.263, -1.442, 2.369], [1.318, -0.023, 1.745], [1.233, -1.557, 0.987], [0.587, -0.532, -2.454], [1.150, -1.465, -1.192], [-1.688, 1.637, -0.712], [-1.861, 2.195, -2.928], [-0.496, 1.071, -3.413], [-1.914, 0.279, -2.703], [1.275, 1.846, -1.742], [0.465, 2.976, -0.533], [0.129, 3.133, -2.363]], "lowdin_charge": [-0.14, -0.25, -0.19, 0.10, -0.13, 0.17, -0.26, -0.10, -0.04, 0.07, 0.10, 0.09, 0.16, 0.11, 0.15, 0.10, 0.12, 0.13, 0.16, 0.13, 0.10, 0.12, 0.15, 0.09, 0.08]}

---

# 10
{"formula": "C6H16N3", "method": "ωB97M-V/def2-TZVPD", "gap_ev": [7.656, 8.697], "total_charge": 1, "total_energy_ev": -10938.735, "relative_energy_kcal_mol": 141.0, "largest_force_ev_per_a": 6.3, "homo_energy_ev": [-12.97, -14.29], "lumo_ev": [-5.3, -5.6], "elements": ["C", "C", "C", "C", "C", "C", "N", "N", "N", "H", "H", "H", "H", "H", "H", "H", "H", "H", "H", "H", "H", "H", "H", "H", "H"], "xyz": [[-3.926, 0.176, 0.273], [3.185, 0.645, -0.424], [2.356, -1.666, -0.048], [-2.497, -0.134, 0.843], [-1.548, 1.109, 0.672], [2.119, -0.193, 0.287], [-0.308, 0.913, 1.160], [0.435, 0.096, -1.381], [0.831, 0.023, -0.194], [-4.705, -0.361, 0.803], [-4.006, 1.273, 0.167], [-3.959, -0.251, -0.660], [2.846, 1.741, -0.117], [4.090, 0.476, 0.111], [3.310, 0.513, -1.555], [2.688, -1.812, -1.136], [1.530, -2.348, 0.119], [3.163, -2.017, 0.510], [-2.084, -0.997, 0.334], [-2.665, -0.469, 1.830], [-1.643, 1.458, -0.389], [-1.966, 1.804, 1.331], [2.156, 0.020, 1.343], [1.096, 0.152, -2.183], [-0.497, -0.152, -1.693]], "lowdin_charge": [-0.07, -0.05, -0.04, -0.20, -0.32, -0.44, 0.28, 0.16, -0.05, 0.09, 0.09, 0.03, 0.13, 0.07, 0.11, 0.12, 0.09, 0.07, 0.09, 0.09, 0.14, 0.13, 0.14, 0.17, 0.15]}

---

# 11
{"formula": "C6H16N3O", "method": "ωB97M-V/def2-TZVPD", "gap_ev": 10.377, "total_charge": 1, "total_energy_ev": -12990.105, "relative_energy_kcal_mol": 78.1, "largest_force_ev_per_a": 4.2, "homo_energy_ev": -13.17, "lumo_ev": -2.8, "elements": ["C", "C", "C", "C", "N", "C", "C", "O", "N", "N", "H", "H", "H", "H", "H", "H", "H", "H", "H", "H", "H", "H", "H", "H", "H", "H"], "xyz": [[1.125, 1.260, 1.775], [0.070, 0.285, 1.229], [-0.525, 0.780, -0.130], [-1.860, 1.574, 0.010], [-0.750, -0.404, -1.044], [-0.081, -0.545, -2.341], [-0.331, -1.624, -0.111], [0.206, -2.675, -0.747], [0.636, -1.011, 0.896], [2.006, -1.091, 0.539], [1.808, 1.757, 1.068], [1.483, 0.956, 2.796], [0.604, 2.117, 2.061], [-0.820, -0.039, 1.821], [0.030, 1.597, -0.699], [-2.067, 2.184, -0.778], [-1.926, 2.321, 0.809], [-2.691, 0.767, 0.114], [-1.783, -0.596, -1.237], [0.901, -0.820, -2.039], [-0.627, -1.326, -2.701], [-0.285, 0.429, -2.867], [-1.211, -1.785, 0.600], [1.188, -2.431, -0.571], [2.634, -1.548, 1.177], [2.267, -0.131, 0.371]], "lowdin_charge": [-0.03, -0.29, -0.25, -0.02, -0.06, 0.04, -0.31, 0.05, -0.14, 0.08, 0.10, 0.12, 0.06, 0.16, 0.17, 0.04, 0.10, 0.12, 0.20, 0.10, 0.08, 0.14, 0.19, 0.14, 0.11, 0.08]}

---

# 12
{"formula": "C6H16N4", "method": "ωB97M-V/def2-TZVPD", "gap_ev": [7.200, 6.902], "s_squared": 2.01, "total_charge": 2, "total_energy_ev": -12417.577, "spin_multiplicity": 3, "relative_energy_kcal_mol": 46.6, "largest_force_ev_per_a": 8.7, "homo_energy_ev": [-14.06, -17.76], "lumo_ev": [-6.9, -10.9], "elements": ["C", "C", "C", "C", "C", "C", "N", "N", "N", "N", "H", "H", "H", "H", "H", "H", "H", "H", "H", "H", "H", "H", "H", "H", "H", "H"], "xyz": [[2.652, 0.113, -0.232], [1.358, -0.026, -0.481], [-0.364, 1.839, -1.300], [-0.850, 1.302, 0.051], [3.778, -0.857, -0.163], [-2.453, 0.226, 1.582], [0.191, 0.660, -0.698], [-3.713, -0.250, 1.627], [1.170, -1.843, -1.309], [-2.090, 0.580, 0.172], [2.853, 1.126, 0.116], [-1.134, 1.708, -2.111], [0.121, 2.828, -1.253], [-0.581, 1.922, 0.941], [4.324, -1.108, -1.103], [3.602, -1.825, 0.376], [4.475, -0.306, 0.514], [-1.679, -0.384, 1.896], [-2.240, 1.315, 2.042], [-4.319, 0.158, 2.315], [-3.754, -1.278, 1.734], [2.172, -2.238, -1.246], [0.673, -2.416, -0.692], [0.837, -1.894, -2.206], [-2.983, 0.999, -0.235], [-2.048, -0.353, -0.338]], "lowdin_charge": [-0.05, 0.02, 0.02, -0.20, -0.06, -0.27, -0.02, 0.08, 0.17, 0.07, 0.14, 0.15, 0.14, 0.19, 0.13, 0.11, 0.11, 0.12, 0.19, 0.12, 0.14, 0.12, 0.07, 0.06, 0.22, 0.21]}